(w)
ORCA calculation (ωB97M-V with the def2-TZVPD basis set) on an isolated molecule of C3H8N2O.

```
! wB97M-V def2-TZVPD RIJCOSX def2/J DEFGRID3
* xyz 0 1
C 0.9718 1.2804 -0.5518
N 0.3190 0.1202 0.0239
C 0.2167 0.0435 1.4612
C -0.4545 -0.5882 -0.8543
O -0.4211 -0.3771 -2.0671
N -1.2759 -1.6143 -0.4840
H 1.0548 1.1076 -1.6239
H 0.3813 2.1924 -0.3890
H 1.9662 1.4024 -0.1146
H 0.0446 -0.9865 1.7865
H 1.1697 0.3688 1.8955
H -0.5769 0.6888 1.8682
H -1.6914 -1.7935 -1.3971
H -1.6851 -1.8346 0.4164
*
```

- SMILES = CN(C)C(N)=O

These are the Löwdin partial charges, in e, on atoms 1 to 8:
1. C -0.053
2. N -0.161
3. C -0.064
4. C -0.606
5. O 0.001
6. N 0.154
7. H 0.082
8. H 0.094

---

(x)
ORCA calculation (ωB97M-V with the def2-TZVPD basis set) on an isolated molecule of C3H8N2O.

```
! wB97M-V def2-TZVPD RIJCOSX def2/J DEFGRID3
* xyz 0 1
O 3.4571 -0.2292 0.6868
C 2.4340 0.2461 0.2761
C 1.1037 -0.4144 0.4330
N -0.0258 0.4101 0.1073
C -1.3054 -0.3040 0.0067
N -2.1857 0.5054 -0.8029
H 2.4195 1.2373 -0.2084
H 0.9989 -0.9043 1.4005
H 1.1275 -1.2608 -0.3124
H 0.0802 0.7966 -0.8299
H -1.0364 -1.2737 -0.4365
H -1.7678 -0.4989 0.9803
H -2.1654 1.4955 -0.5957
H -3.1344 0.1940 -0.7049
*
```

- SMILES = NCNCC=O

These are the Löwdin partial charges, in e, on atoms 1 to 8:
1. O 0.056
2. C -0.260
3. C -0.220
4. N -0.095
5. C -0.329
6. N -0.001
7. H 0.122
8. H 0.132

---

(y)
ORCA calculation (ωB97M-V with the def2-TZVPD basis set) on an isolated molecule of C3H8N2O.

```
! wB97M-V def2-TZVPD RIJCOSX def2/J DEFGRID3
* xyz 0 1
C 0.2341 0.0495 -1.4018
C -1.4453 0.9686 0.3218
N 0.4209 -0.5054 1.0999
C -0.0996 0.3586 0.0145
N 1.2852 -1.5860 0.7863
O 0.8462 1.2487 -0.5047
H 0.8037 0.0485 1.8703
H 2.0150 -1.2746 0.1423
H 0.7629 -2.3527 0.3620
H 1.0471 -0.5974 -1.6979
H -0.4679 0.2647 -2.2003
H -1.3164 1.9266 0.8333
H -2.0382 1.1439 -0.5797
H -2.0478 0.3070 0.9539
*
```

- SMILES = C[C@@]1(NN)CO1

These are the Löwdin partial charges, in e, on atoms 1 to 8:
1. C 0.051
2. C -0.014
3. N -0.075
4. C -0.606
5. N -0.017
6. O -0.031
7. H 0.122
8. H 0.064

---

(z)
ORCA calculation (ωB97M-V with the def2-TZVPD basis set) on a cluster of 2 separate species, C3H8N2O in total.

```
! wB97M-V def2-TZVPD RIJCOSX def2/J DEFGRID3
* xyz 0 1
O 1.7789 -1.0230 3.2797
C 0.9516 -0.4720 2.6120
C 0.5185 -0.7061 1.1453
H 0.4362 0.4259 3.0178
H 0.3765 -1.7501 0.8959
H -0.3740 -0.0891 1.0910
H 1.2964 -0.1740 0.5969
N -1.2137 -0.2202 -2.9373
C -1.3103 0.9928 -2.3426
N -0.4845 1.3575 -1.4344
H -1.6436 -0.3714 -3.8296
H -0.5361 -0.9130 -2.6529
H -2.0335 1.6747 -2.7884
H -0.8747 2.1527 -0.9352
*
```

- SMILES = [H]/N=C/N.CC=O

These are the Löwdin partial charges, in e, on atoms 1 to 8:
1. O 0.038
2. C -0.327
3. C -0.059
4. H 0.106
5. H 0.073
6. H 0.048
7. H 0.076
8. N 0.073

---

(w) (119.6 kJ/mol below the next structure)

---

(w)
ORCA calculation (ωB97M-V with the def2-TZVPD basis set) on an isolated molecule of C3H8N2O.

```
! wB97M-V def2-TZVPD RIJCOSX def2/J DEFGRID3
* xyz 0 1
C 0.7162 1.6297 0.0305
C -0.1301 0.3949 -0.1856
C 0.5773 -0.9526 -0.0129
H 0.9411 1.7962 1.2297
H -0.0772 2.3594 -0.2917
H 1.7296 1.6215 -0.6782
H 0.2141 -1.5117 -0.8399
H 0.2379 -1.4327 0.9992
H 2.4510 -1.5175 0.0888
H -3.1532 -0.2444 -0.1554
H -1.8860 -1.5007 -0.2653
N -1.3583 0.5237 -0.0282
N -2.2449 -0.5229 0.1104
O 1.9826 -0.6429 -0.0015
*
```

- SMILES = C/C(CO)=N/N

These are the Löwdin partial charges, in e, on atoms 1 to 8:
1. C -0.078
2. C -0.417
3. C -0.219
4. H 0.133
5. H 0.067
6. H 0.127
7. H 0.089
8. H 0.152

---

(x)
ORCA calculation (ωB97M-V with the def2-TZVPD basis set) on a cluster of 3 separate species, C3H8N2O in total.

```
! wB97M-V def2-TZVPD RIJCOSX def2/J DEFGRID3
* xyz 0 1
C -0.7238 0.2972 -1.5332
C -0.5272 0.2542 0.7534
C 0.4747 -0.5059 0.2392
N 0.0512 -0.2218 2.6335
O 0.4244 0.4330 -2.3469
N 1.4506 -1.1159 -0.1089
H 0.6842 1.3613 -2.3725
H 1.0158 0.0730 2.7939
H 0.0543 -1.2368 2.7477
H 1.6179 -1.0773 -1.1255
H -1.3669 1.1770 -1.5976
H -1.2684 -0.5818 -1.8722
H -0.3745 1.3106 0.9072
H -1.5122 -0.1668 0.8818
*
```

These are the Löwdin partial charges, in e, on atoms 1 to 8:
1. C -0.156
2. C -0.081
3. C -0.227
4. N -0.101
5. O -0.135
6. N 0.219
7. H 0.089
8. H -0.036

---

(y)
ORCA calculation (ωB97M-V with the def2-TZVPD basis set) on an isolated molecule of C3H8N2O.

```
! wB97M-V def2-TZVPD RIJCOSX def2/J DEFGRID3
* xyz 0 1
C 0.8654 1.0354 0.6910
N 0.2658 -0.0032 -0.1146
C -0.0532 0.3635 -1.4745
C -0.8845 -0.6116 0.5591
O -1.9384 -0.0771 0.8233
N -0.4290 -1.8601 0.7698
H 1.1320 0.6130 1.6672
H 1.7837 1.3750 0.2021
H 0.1787 1.8767 0.8410
H -0.8157 1.1503 -1.5124
H 0.8611 0.6978 -1.9730
H -0.4244 -0.5237 -2.0023
H -0.9280 -2.6145 1.2177
H 0.5040 -1.7776 0.3530
*
```

- SMILES = CN(C)C(N)=O

These are the Löwdin partial charges, in e, on atoms 1 to 8:
1. C -0.083
2. N -0.265
3. C -0.084
4. C -0.594
5. O 0.079
6. N 0.177
7. H 0.093
8. H 0.087

---

(y) (242.5 kJ/mol below the next structure)